A cluster of 14 separate species, C22H72N2O14 in total at a distorted geometry, computed with ωB97M-V/def2-TZVPD.

Last column: Mulliken charge in e.
CARTESIAN COORDINATES (ANGSTROEM)
C 2.159 -3.060 -0.611  0.406
C 3.150 -3.832 0.206  -0.691
O 2.845 -3.978 1.537  -0.542
H 2.509 -2.802 -1.656  0.232
H 2.115 -2.107 -0.188  -0.737
H 1.223 -3.609 -0.663  0.204
H 4.075 -3.310 0.025  0.425
H 3.265 -4.867 -0.232  0.347
H 3.701 -4.124 1.988  0.321
C 4.063 -0.654 1.040  0.060
C 5.264 0.284 1.278  -0.759
O 5.475 0.384 2.600  -0.573
H 3.761 -0.584 0.030  0.250
H 3.193 -0.361 1.611  -0.275
H 4.326 -1.722 1.265  0.182
H 4.991 1.277 0.886  0.284
H 6.107 -0.053 0.710  0.422
H 6.110 1.119 2.736  0.368
C 0.012 -1.531 4.276  -1.053
C 1.127 -1.758 3.275  0.215
O 0.794 -2.641 2.270  -0.560
H -0.914 -1.225 3.717  -0.067
H 0.311 -0.742 5.056  0.342
H -0.200 -2.448 4.860  0.398
H 1.941 -2.127 3.849  0.593
H 1.411 -0.829 2.889  -0.381
H 1.628 -2.876 1.861  0.292
C 3.065 2.464 -0.680  -0.153
C 2.448 3.592 -1.457  -1.269
O 1.126 3.737 -1.016  -0.414
H 4.085 2.364 -0.861  0.668
H 2.616 1.456 -0.897  -0.213
H 3.026 2.714 0.349  0.144
H 2.512 3.341 -2.515  0.327
H 3.018 4.468 -1.462  0.580
H 0.745 4.366 -1.520  0.211
C -2.387 3.225 -0.599  0.092
C -2.985 4.595 -0.222  -0.587
O -4.386 4.432 -0.412  -0.544
H -2.720 2.416 0.069  -0.128
H -1.269 3.250 -0.626  -0.265
H -2.785 3.096 -1.600  0.521
H -2.617 5.360 -0.903  0.309
H -2.733 4.828 0.813  0.369
H -4.530 4.492 -1.362  0.318
C -3.266 -4.962 0.449  -1.231
C -2.004 -4.117 0.612  1.147
O -1.252 -4.285 1.784  -0.581
H -2.926 -6.009 0.574  0.351
H -3.723 -4.860 -0.582  0.282
H -3.976 -4.696 1.279  0.307
H -2.173 -3.082 0.481  -0.519
H -1.355 -4.167 -0.330  -0.130
H -0.619 -3.574 1.814  0.550
C -3.773 -1.437 2.895  -1.593
C -2.793 -0.557 2.132  0.994
O -3.462 0.046 1.041  -0.511
H -4.545 -0.739 3.256  0.547
H -3.261 -1.887 3.738  0.310
H -4.180 -2.259 2.309  0.303
H -1.880 -1.124 1.862  -0.745
H -2.508 0.239 2.833  0.247
H -4.302 0.422 1.341  0.340
C 0.204 0.533 0.438  1.573
C -0.303 -0.442 -0.643  0.330
O -1.633 -0.325 -0.896  1.134
H -0.083 1.537 0.180  -0.197
H 1.239 0.525 0.552  -0.719
H -0.188 0.373 1.421  -0.498
H -0.065 -1.441 -0.242  -0.349
H 0.150 -0.304 -1.592  -0.084
H -2.090 0.010 -0.104  -0.771
C -3.736 0.827 -3.565  0.321
O -4.625 1.197 -4.511  -0.788
N -2.467 1.117 -3.707  0.002
N -4.005 0.326 -2.410  -0.082
H -2.263 1.635 -4.565  0.147
H -1.704 1.175 -3.036  -0.130
H -4.848 0.605 -1.845  0.262
H -3.188 0.165 -1.934  0.044
C 1.328 2.052 -4.382  -1.158
O 0.520 1.854 -3.238  0.007
H 1.225 3.096 -4.612  0.407
H 0.980 1.497 -5.203  0.387
H 2.362 1.781 -4.215  0.386
H 0.916 2.408 -2.573  0.106
C 2.242 2.302 3.458  0.099
O 2.244 3.598 4.065  -0.543
H 1.944 1.582 4.247  0.161
H 3.279 2.163 3.127  0.177
H 1.721 2.168 2.464  -0.225
H 3.140 3.911 3.953  0.350
C 1.470 -1.275 -4.142  -0.165
O 2.162 -0.889 -5.269  -0.515
H 0.488 -0.739 -4.219  0.012
H 1.841 -0.914 -3.154  -0.116
H 1.320 -2.319 -3.974  0.471
H 2.857 -1.483 -5.451  0.291
C -2.051 -2.542 -3.022  0.232
O -2.715 -2.922 -4.204  -0.606
H -1.438 -1.623 -3.133  -0.257
H -1.467 -3.318 -2.530  0.240
H -2.852 -2.202 -2.307  0.001
H -2.683 -2.246 -4.850  0.345
C -1.177 2.911 2.746  0.130
O -2.229 2.899 3.753  -0.575
H -1.600 3.253 1.821  -0.341
H -0.731 1.900 2.610  -0.117
H -0.312 3.494 2.946  0.579
H -1.813 3.166 4.588  0.309

**2S+1**: 1
**Kohn-Sham gap**: 8.53 eV
**Largest force on an atom**: 8.514 eV/A
**E_tot**: -55620.14459 eV
**Energy above the lowest of the compared OMol25 structures with the same formula, charge and spin**: 19.23 kcal/mol

A cluster of 15 separate species, C22H74O26 in total at a distorted geometry, computed with ωB97M-V/def2-TZVPD.

Last column: Mulliken charge in e.
CARTESIAN COORDINATES (ANGSTROEM)
O -1.844 1.886 2.985  -0.572
H -2.563 2.518 2.964  0.376
H -1.234 2.396 2.403  0.205
O -1.600 -0.656 -3.183  -0.749
H -2.490 -0.616 -2.737  0.369
H -1.139 -1.433 -2.818  0.317
O -3.511 -2.595 2.022  -0.486
H -4.404 -2.737 2.318  0.256
H -3.242 -1.801 2.503  0.286
O -2.514 -0.563 3.361  -0.832
H -1.682 -0.995 3.552  0.228
H -2.270 0.327 3.121  0.422
C -2.237 -5.259 0.358  -0.337
C -1.135 -5.703 1.267  -0.102
O -1.076 -7.097 1.303  -0.608
O -2.229 -3.865 0.120  -0.187
H -3.190 -5.632 0.663  0.273
H -1.901 -5.806 -0.622  0.253
H -1.385 -5.254 2.206  0.438
H -0.186 -5.293 0.964  -0.261
H -0.742 -7.434 0.483  0.352
H -2.179 -3.456 0.955  -0.211
C 3.425 0.518 3.473  -0.002
C 2.273 1.200 3.970  0.405
O 1.788 0.510 5.095  -0.629
O 3.984 1.288 2.473  -0.630
H 3.028 -0.385 3.014  -0.399
H 4.177 0.262 4.208  0.498
H 1.513 1.281 3.153  -0.275
H 2.552 2.250 4.139  0.212
H 0.910 0.944 5.285  0.378
H 4.675 0.827 2.014  0.226
C 0.242 4.189 -0.386  0.028
C -0.506 4.290 0.987  -0.482
O -0.008 3.328 1.827  -0.600
O -0.162 5.266 -1.155  -0.775
H -0.152 3.254 -0.862  0.010
H 1.279 4.142 -0.230  0.654
H -1.564 4.090 0.950  0.329
H -0.299 5.290 1.494  0.093
H 0.896 3.355 1.522  -0.305
H 0.114 5.051 -2.038  0.448
C 1.834 -3.669 2.311  -0.726
C 0.932 -2.705 1.550  2.083
O -0.349 -2.684 2.232  -0.690
O 3.112 -3.532 1.692  -0.643
H 1.542 -4.731 2.190  0.297
H 1.957 -3.377 3.334  0.410
H 0.759 -3.049 0.562  -1.244
H 1.426 -1.754 1.647  -0.192
H -0.222 -2.406 3.125  0.279
H 3.501 -4.368 1.408  0.321
C 3.680 -0.119 -1.463  -0.718
C 3.820 -1.199 -0.390  0.963
O 3.190 -2.450 -0.845  -0.607
O 3.788 1.105 -0.846  -0.456
H 2.665 -0.119 -1.931  -0.127
H 4.465 -0.148 -2.256  0.575
H 3.200 -0.940 0.538  -0.634
H 4.892 -1.330 -0.176  0.419
H 2.927 -2.969 -0.069  0.209
H 4.702 1.096 -0.378  0.264
C 3.201 4.585 2.108  -0.399
C 2.810 5.948 1.499  -0.612
O 3.529 6.912 2.338  -0.549
O 2.962 3.470 1.261  -0.164
H 2.657 4.353 2.969  0.273
H 4.289 4.577 2.330  0.482
H 1.760 6.067 1.539  0.239
H 3.096 6.077 0.529  0.379
H 3.064 7.725 2.152  0.327
H 3.395 2.633 1.621  0.084
C -3.995 3.149 -0.641  -1.137
C -2.869 3.162 -1.772  0.815
O -3.335 3.347 -3.043  -0.673
O -3.505 2.669 0.623  -0.378
H -4.793 2.489 -0.956  0.492
H -4.336 4.120 -0.537  0.507
H -2.302 2.176 -1.819  -0.292
H -2.253 4.055 -1.585  0.166
H -2.602 3.570 -3.626  0.378
H -4.246 2.313 1.077  0.282
C -5.185 -1.974 -2.377  -0.941
C -4.028 -1.683 -1.386  0.724
O -3.569 -0.339 -1.335  -0.849
O -5.734 -3.239 -2.258  -0.547
H -4.916 -1.820 -3.417  0.401
H -5.958 -1.298 -2.218  0.395
H -3.177 -2.303 -1.680  -0.541
H -4.298 -1.995 -0.383  0.332
H -2.903 -0.325 -0.593  0.391
H -6.360 -3.338 -3.016  0.317
C 1.669 2.114 -3.741  0.190
C 1.123 3.553 -3.960  -0.572
O -0.089 3.620 -3.285  -0.525
O 2.651 1.813 -4.690  -0.655
H 0.969 1.345 -3.844  0.342
H 2.148 1.996 -2.735  -0.167
H 0.859 3.741 -4.932  0.416
H 1.777 4.353 -3.525  0.329
H -0.607 3.024 -3.828  0.233
H 2.823 0.893 -4.749  0.349
C 0.068 -4.850 -3.190  -0.830
C 0.486 -4.102 -2.005  0.088
O -0.457 -3.042 -1.804  0.059
O 0.885 -6.003 -3.320  -0.540
H 0.125 -4.212 -4.138  0.310
H -0.965 -5.130 -3.143  0.376
H 1.427 -3.568 -2.185  0.303
H 0.548 -4.593 -1.084  -0.088
H -1.029 -3.315 -1.081  -0.196
H 0.593 -6.327 -4.169  0.323
C -0.815 0.272 0.607  0.318
C 0.436 0.195 -0.232  0.674
O 1.478 0.830 0.481  1.700
O -1.566 -0.807 0.239  1.631
H -1.431 1.134 0.639  0.667
H -0.536 0.236 1.686  -0.832
H 0.190 0.658 -1.183  -0.100
H 0.707 -0.866 -0.348  -0.440
H 2.256 0.923 -0.112  -0.457
H -1.378 -1.487 0.890  -1.204

**2S+1**: 1
**Kohn-Sham gap**: 9.26 eV
**Largest force on an atom**: 3.991 eV/A
**E_tot**: -77240.83511 eV
**Energy above the lowest of the compared OMol25 structures with the same formula, charge and spin**: 117.80 kcal/mol